*i*
Entry from the Open Molecules 2025 dataset: 2 unconnected molecules or ions with the total composition C9H14O (ωB97M-V with the def2-TZVPD basis set).

Each line ends with the Löwdin charge.
Positions of all 24 atoms, in Å:
C -2.124 0.478 1.219  -0.0774
C -0.966 0.892 0.364  -0.3014
C -0.842 0.418 -0.967  -0.1092
C 0.211 0.678 -1.741  -0.0600
C 1.305 1.434 -1.241  -0.3330
O 2.439 1.343 -1.981  0.0551
C 1.186 2.065 -0.009  0.0006
C 0.100 1.641 0.867  -0.0226
H -2.836 -0.225 0.698  0.0940
H -2.801 1.302 1.466  0.0730
H -1.752 0.144 2.199  0.0860
H -1.767 0.016 -1.347  0.1206
H 0.442 0.206 -2.703  0.1384
H 3.182 1.790 -1.569  0.1096
H 1.890 2.728 0.480  0.1019
H -0.192 2.242 1.725  0.1105
C 0.882 -1.848 -0.114  -0.1487
C -0.212 -2.430 0.785  -0.1467
H 0.888 -2.437 -1.098  0.0982
H 0.735 -0.819 -0.423  0.0013
H 1.864 -2.047 0.282  0.0567
H -1.087 -1.806 0.535  0.0377
H -0.091 -2.287 1.852  0.0595
H -0.454 -3.478 0.722  0.0561

The value obtained for the frontier orbital gap is 0.3400 hartree. Its net charge is 0.

*ii*
Entry from the Open Molecules 2025 dataset: 2 unconnected molecules or ions with the total composition C9H14O (ωB97M-V with the def2-TZVPD basis set).

Each line ends with the Löwdin charge.
Positions of all 24 atoms, in Å:
C 1.518 -1.533 2.775  -0.0532
C 0.498 -1.348 1.647  -0.3267
C 0.806 -0.895 0.437  -0.0702
C -0.190 -0.214 -0.251  -0.0143
C -1.556 -0.215 0.194  -0.3011
O -2.327 0.798 -0.300  -0.0123
C -1.880 -0.955 1.376  -0.0483
C -0.837 -1.466 1.977  -0.1353
H 1.771 -2.593 3.058  0.0885
H 0.956 -1.109 3.589  0.0484
H 2.396 -0.762 2.709  0.1132
H 1.807 -0.772 -0.064  0.1370
H 0.063 0.212 -1.191  0.0752
H -3.358 0.548 -0.206  0.1805
H -2.912 -1.098 1.973  0.1644
H -0.984 -1.969 2.999  0.1442
C 1.661 2.490 -2.587  -0.1896
C 1.548 2.095 -4.051  -0.1702
H 1.600 3.570 -2.372  0.0553
H 0.712 2.109 -1.974  0.0786
H 2.554 2.092 -2.044  0.0676
H 2.568 1.804 -4.403  0.0744
H 0.908 1.109 -4.098  0.1010
H 1.123 2.728 -4.674  -0.0071

The value obtained for the frontier orbital gap is 0.3289 hartree. Its net charge is 0.

Which structure is most stable? *i*, by 118.0 kJ/mol over the runner-up.

*i*
Entry from the Open Molecules 2025 dataset: 2 unconnected molecules or ions with the total composition C2H6N2O (ωB97M-V with the def2-TZVPD basis set).

Each line ends with the Löwdin charge.
Positions of all 11 atoms, in Å:
N -0.948 0.211 -0.944  0.0854
C -2.213 -0.338 -0.775  -0.4285
O -2.522 -1.021 0.148  0.0368
H -0.459 0.531 -0.111  0.0507
H -1.034 0.946 -1.642  0.0786
H -2.859 0.058 -1.579  0.1192
C 2.339 0.168 0.943  -0.1313
N 1.150 -0.152 1.166  0.0082
H 2.624 1.212 1.060  0.0588
H 3.109 -0.511 0.551  0.0674
H 0.813 -1.105 1.183  0.0546

The value obtained for the frontier orbital gap is 0.4012 hartree. Its net charge is 0.

*ii*
Entry from the Open Molecules 2025 dataset: C2H6N2O in the gas phase (ωB97M-V with the def2-TZVPD basis set).

Each line ends with the Löwdin charge.
Positions of all 11 atoms, in Å:
N 1.245 -0.315 0.707  -0.0145
C 0.060 -0.929 0.135  -0.2066
C -0.900 0.085 -0.447  -0.5533
N -0.397 1.299 -0.839  0.1541
O -2.076 -0.189 -0.533  0.0496
H 1.657 -0.856 1.459  0.0702
H 1.015 0.570 1.146  0.0631
H 0.340 -1.570 -0.707  0.1203
H -0.535 -1.540 0.820  0.1200
H 0.603 1.352 -0.915  0.0898
H -1.010 2.093 -0.826  0.1076

The value obtained for the frontier orbital gap is 0.3893 hartree. Its net charge is 0.

Which structure is most stable? *ii*, by 117.0 kJ/mol over the runner-up.

*i*
Entry from the Open Molecules 2025 dataset: C2H6N2O in the gas phase (ωB97M-V with the def2-TZVPD basis set).

Each line ends with the Löwdin charge.
Positions of all 11 atoms, in Å:
H 2.493 -1.114 0.035  0.0568
N 1.482 -0.911 -0.202  0.0744
C 1.282 0.319 0.159  -0.2968
N 0.042 0.904 0.166  -0.0791
O -0.946 0.340 -0.565  -0.1868
C -1.621 -0.628 0.295  -0.0842
H 1.940 0.977 0.703  0.1130
H 0.019 1.876 -0.042  0.1272
H -1.897 -0.179 1.281  0.0852
H -1.003 -1.569 0.359  0.0801
H -2.618 -0.811 -0.288  0.1102

The value obtained for the frontier orbital gap is 0.3737 hartree. Its net charge is 0.

*ii*
Entry from the Open Molecules 2025 dataset: C2H6N2O in the gas phase (ωB97M-V with the def2-TZVPD basis set).

Each line ends with the Löwdin charge.
Positions of all 11 atoms, in Å:
H 2.713 0.030 -0.227  0.0622
N 1.797 0.440 -0.436  0.0759
C 0.858 -0.081 0.301  -0.5179
O 0.852 -1.356 0.686  0.0719
C -0.405 0.642 0.040  -0.2405
N -1.525 -0.285 -0.134  0.0048
H -0.091 -1.610 0.756  0.1019
H 0.382 1.251 -0.820  0.1775
H -0.576 1.373 0.832  0.1059
H -2.403 0.164 0.111  0.0735
H -1.601 -0.567 -1.109  0.0848

The value obtained for the frontier orbital gap is 0.3782 hartree. Its net charge is 0.

*iii*
Entry from the Open Molecules 2025 dataset: 2 unconnected molecules or ions with the total composition C2H6N2O (ωB97M-V with the def2-TZVPD basis set).

Each line ends with the Löwdin charge.
Positions of all 11 atoms, in Å:
N -0.570 1.286 0.427  0.0455
C -0.233 0.831 1.676  -0.4016
O 0.603 -0.063 1.927  -0.0220
H -0.512 0.915 -0.532  0.0560
H -0.760 2.403 0.334  0.1634
H -0.887 1.351 2.444  0.1287
C -0.043 -1.148 -2.486  -0.1281
N 0.356 -1.244 -1.231  -0.0233
H -1.093 -1.302 -2.842  0.0627
H 0.775 -0.932 -3.309  0.0887
H 0.813 -0.333 -1.023  0.0298

The value obtained for the frontier orbital gap is 0.3463 hartree. Its net charge is 0.

Which structure is most stable? *ii*, by 62.3 kJ/mol over the runner-up.

*i*
Entry from the Open Molecules 2025 dataset: C2H6N2O in the gas phase (ωB97M-V with the def2-TZVPD basis set).

Each line ends with the Löwdin charge.
Positions of all 11 atoms, in Å:
N -0.473 -0.486 -1.631  -0.0096
C 0.148 0.319 -0.707  -0.2783
C -0.185 -0.059 0.736  -0.4940
N 0.675 0.327 1.681  0.1635
O -0.916 -1.111 0.752  -0.0255
H -0.323 -1.401 -1.480  0.0208
H -1.538 -0.550 -1.615  0.1279
H -0.064 1.485 -0.946  0.1599
H 1.244 0.259 -0.760  0.1172
H 0.279 0.135 2.633  0.1535
H 1.152 1.084 1.337  0.0646

The value obtained for the frontier orbital gap is 0.3741 hartree. Its net charge is 0.

*ii*
Entry from the Open Molecules 2025 dataset: C2H6N2O in the gas phase (ωB97M-V with the def2-TZVPD basis set).

Each line ends with the Löwdin charge.
Positions of all 11 atoms, in Å:
C 1.730 -0.306 -0.104  -0.1697
N 0.329 -0.464 -0.044  -0.1210
C -0.397 0.692 -0.098  -0.0761
N -1.938 0.431 -0.150  -0.0651
O -2.018 -1.040 -0.141  -0.1259
H 1.920 0.846 -0.044  0.0858
H 1.968 -0.729 1.039  0.1405
H 2.092 -0.857 -1.014  0.0900
H -0.097 1.699 -0.341  0.1042
H -2.462 0.908 0.650  0.1238
H -1.126 -1.178 0.246  0.0135

The value obtained for the frontier orbital gap is 0.3730 hartree. Its net charge is 0.

Which structure is most stable? *i*, by 296.1 kJ/mol over the runner-up.

*i*
Entry from the Open Molecules 2025 dataset: C2H6N2O in the gas phase (ωB97M-V with the def2-TZVPD basis set).

Each line ends with the Löwdin charge.
Positions of all 11 atoms, in Å:
C 0.576 1.411 0.046  -0.0279
C 0.633 -0.199 -0.016  -0.4079
O 1.737 -0.753 -0.043  0.0210
N -0.716 -0.784 0.086  -0.0486
N -1.792 0.028 -0.059  -0.0099
H 1.174 1.710 -0.840  0.0768
H -0.422 1.936 -0.096  0.0596
H 0.797 1.673 1.099  0.0778
H -0.752 -1.784 0.128  0.1223
H -1.989 0.315 -0.972  0.0786
H -2.402 0.195 0.654  0.0583

The value obtained for the frontier orbital gap is 0.3743 hartree. Its net charge is 0.

*ii*
Entry from the Open Molecules 2025 dataset: a molecular structure, C2H6N2O (ωB97M-V with the def2-TZVPD basis set).

Each line ends with the Löwdin charge.
Positions of all 11 atoms, in Å:
C 0.201 -0.440 -1.679  0.0007
C -0.186 0.046 0.457  -0.5204
N 0.279 0.539 2.176  -0.0012
O -1.495 -0.047 0.519  0.1160
N 0.928 0.270 0.070  0.1990
H -1.813 -0.430 -0.313  0.1140
H 0.378 1.548 2.253  0.0008
H 1.160 0.125 2.470  0.0014
H 1.207 -0.580 -2.057  0.0230
H -0.314 0.352 -2.218  0.0337
H -0.344 -1.384 -1.678  0.0330

The value obtained for the frontier orbital gap is 0.3049 hartree. Its net charge is 0.

Which structure is most stable? *i*, by 364.7 kJ/mol over the runner-up.

*i*
Entry from the Open Molecules 2025 dataset: C6H9N in the gas phase (ωB97M-V with the def2-TZVPD basis set).

Each line ends with the Löwdin charge.
Positions of all 16 atoms, in Å:
C -2.503 -1.072 -0.271  -0.0129
C -1.421 -0.516 0.306  -0.2421
N -0.195 -1.215 0.531  0.0068
C 0.955 -0.333 0.540  -0.2992
C 1.701 -0.112 -0.700  -0.0616
C 0.651 0.867 -0.311  -0.2379
C 0.880 2.144 0.065  0.0432
H -2.431 -1.982 -0.856  0.0409
H -3.502 -0.735 -0.017  0.0405
H -1.576 0.333 0.969  0.1128
H -0.122 -2.097 0.032  0.1242
H 1.401 -0.156 1.514  0.1395
H 2.728 0.217 -0.610  0.1094
H 1.472 -0.697 -1.583  0.1060
H 0.260 2.941 -0.331  0.0580
H 1.703 2.411 0.722  0.0723

The value obtained for the frontier orbital gap (spin up / spin down) is 0.3112 / 0.2602 hartree. Its net charge is 0.

*ii*
Entry from the Open Molecules 2025 dataset: C6H9N in the gas phase (ωB97M-V with the def2-TZVPD basis set).

Each line ends with the Löwdin charge.
Positions of all 16 atoms, in Å:
C -0.733 0.642 2.429  -0.0452
C -0.433 -0.846 0.650  -0.0275
N -0.924 0.284 1.140  -0.1984
C -0.750 1.015 -0.166  0.0011
C 0.053 -0.239 -0.598  -0.3930
C 1.475 -0.224 -1.100  -0.0767
C 0.371 -0.870 -1.902  -0.0853
H 0.170 0.232 2.859  0.0310
H -1.481 1.128 3.032  0.0242
H -0.352 -1.775 1.201  0.1200
H -0.188 1.939 -0.015  0.1215
H -1.668 1.189 -0.735  0.1189
H 2.197 -0.862 -0.596  0.1023
H 1.885 0.717 -1.459  0.0998
H 0.041 -0.375 -2.809  0.1024
H 0.336 -1.956 -1.933  0.1048

The value obtained for the frontier orbital gap (spin up / spin down) is 0.2747 / 0.2645 hartree. Its net charge is 0.

Which structure is most stable? *ii*, by 111.1 kJ/mol over the runner-up.